148
Properties=species:S:1:pos:R:3:forces:R:3 method="wB97M-V/def2-TZVPD" energy_ha=-7793.30958 relative_energy_kcal_mol=12.5 e_homo_ev=-9.34
Br -2.56471 -3.70507 -2.08287 0.06 0.19 -0.01
Cl -1.16886 1.05635 -3.00044 -0.13 0.20 -0.02
S -4.04604 0.36080 0.58174 -0.96 0.29 1.23
P -1.21153 -2.11878 -1.24201 0.39 -0.21 1.20
O 1.65252 -0.98067 3.50994 0.07 0.07 -0.01
O -8.60102 4.78527 0.72395 -0.02 -0.02 -0.01
O -3.41691 1.54498 1.04930 0.98 0.93 -0.59
O 7.07532 3.48712 -4.25727 0.01 -0.01 0.01
O 2.17784 -4.45285 7.54789 -0.01 -0.05 0.00
O -11.83765 1.26067 3.12251 0.00 0.01 0.00
O -2.94346 -0.73109 0.18016 -0.36 0.51 -0.25
O 1.74057 10.19238 -10.85862 0.00 0.00 0.00
O 2.38662 6.75196 -6.81107 0.00 -0.01 0.04
O -4.88054 -0.25736 1.54722 -0.32 -1.29 0.14
O 5.67538 -11.80306 6.45359 0.00 0.00 0.00
O 3.65673 0.03910 -1.99752 0.00 -0.01 -0.01
O 1.41860 -9.20837 4.50263 0.00 -0.01 0.01
O -0.27571 -1.75000 -2.51765 0.26 -0.21 0.05
C 6.30080 2.72192 -3.72259 0.11 0.13 -0.10
C -8.77859 2.81113 1.99842 -0.12 -0.05 0.01
C 3.04911 8.78107 -7.80696 -0.05 0.03 -0.11
C -9.62205 1.90382 2.64454 0.03 0.11 -0.06
C -0.46891 6.64624 -10.89941 0.01 -0.04 0.04
C -7.70816 0.63899 3.35712 0.00 0.03 -0.03
C -4.32647 0.55814 -2.18442 -0.11 0.42 0.25
C -0.14790 0.72515 -0.56053 -0.21 0.44 0.72
C 1.90905 9.39871 -9.95760 -0.02 0.13 -0.15
C -11.34107 5.33713 0.70826 -0.08 0.10 -0.05
C -0.18002 0.43114 0.94709 0.71 -0.11 -0.32
C -9.07961 0.82130 3.32720 0.10 -0.09 0.03
C 2.89644 -11.02976 4.28438 0.09 -0.02 0.09
C 1.13657 8.12590 -9.90378 0.06 -0.03 0.12
C 4.69432 -11.23059 6.02777 0.17 -0.08 0.08
C 8.15787 1.24023 -2.99658 0.12 -0.05 0.03
C 7.75006 -0.74883 -1.70734 0.04 0.03 -0.03
C -13.55341 4.60262 1.29814 0.03 0.04 -0.02
C 4.12373 -10.05372 6.73884 -0.09 0.00 -0.08
C 0.45122 -5.15424 5.45418 -0.08 -0.09 -0.04
C 2.89832 9.66669 -8.87640 -0.02 -0.12 0.06
C 4.02203 -11.69170 4.77982 -0.10 0.10 0.01
C 3.53285 -0.37384 5.49373 0.09 0.10 0.03
C 3.02428 -9.36652 6.21949 0.08 -0.11 -0.03
C -0.27458 5.73647 -9.86539 -0.02 0.03 -0.04
C 2.75285 -12.62043 2.49282 0.05 -0.02 0.01
C 4.51884 -12.80504 4.11496 0.01 -0.10 -0.08
C 4.18675 -8.53490 8.59742 -0.05 0.01 -0.05
C 2.10657 3.48545 -3.77071 0.01 0.07 -0.01
C 4.69882 -9.63554 7.93197 0.03 0.08 0.11
C 6.79298 1.49241 -3.03683 -0.13 -0.04 0.03
C 1.79499 -1.77946 4.41149 -0.08 0.08 -0.17
C -9.33071 4.00042 1.29457 0.14 0.13 -0.10
C -11.09938 2.07435 2.60745 -0.12 -0.15 0.09
C 4.58525 11.08866 -7.93232 0.00 -0.03 0.05
C 2.36522 -9.81389 4.96188 -0.16 0.11 -0.07
C 2.26211 -11.50181 3.14260 -0.03 -0.07 -0.11
C -13.02616 3.47648 1.90511 -0.13 0.06 -0.02
C 4.83561 2.98566 -3.72413 -0.02 -0.07 0.06
C 4.43337 0.83814 -2.48355 -0.15 -0.13 0.07
C -3.45060 -0.67193 -2.15071 -0.31 0.30 0.19
C 5.90339 0.60606 -2.42511 0.03 0.10 -0.05
C 6.38801 -0.51087 -1.75678 0.08 -0.09 0.05
C 2.26074 7.51996 -7.74316 0.02 -0.11 0.14
C -2.32743 -0.57138 -1.12089 -0.19 -0.61 -1.67
C 2.07492 -3.67806 6.61848 0.02 -0.12 0.14
C -0.56254 -4.51172 3.37143 0.00 -0.04 0.04
C 4.51780 -0.99529 7.59758 0.00 0.04 -0.04
C -6.86815 1.53115 2.69891 -0.19 0.20 0.12
C 2.52439 -8.25666 6.88567 -0.01 0.09 0.10
C 4.35273 4.15068 -4.30764 -0.08 0.06 -0.03
C 2.75286 -1.52229 5.52234 -0.02 -0.11 0.06
C 0.61373 6.02399 -8.84452 -0.08 -0.10 -0.02
C 4.72084 10.21722 -6.85689 0.00 0.04 -0.03
C -12.71017 5.53638 0.70504 -0.04 -0.04 0.02
C -0.40513 -5.43085 4.40342 -0.03 0.03 -0.05
C 3.95568 9.06630 -6.79408 0.09 0.05 0.07
C -10.80650 4.20640 1.31214 -0.03 -0.09 0.08
C 0.23460 7.83762 -10.91919 -0.09 -0.06 -0.09
C 1.31915 7.22039 -8.85642 0.03 0.09 -0.07
C 2.58209 2.32782 -3.18149 -0.22 0.04 0.00
C -11.65191 3.27776 1.92208 0.12 0.04 -0.03
C 3.74730 -2.14417 7.62841 0.09 0.05 0.07
C 1.16418 -3.96327 5.47583 0.04 0.10 -0.04
C 3.94511 2.07561 -3.14916 0.15 -0.01 0.00
C -5.06117 0.72181 -0.84367 0.44 -0.62 -0.94
C 0.14605 -3.32310 3.38502 -0.07 -0.06 -0.08
C 2.99094 4.40368 -4.32748 -0.04 -0.01 0.02
C 8.63437 0.12256 -2.33432 -0.03 -0.04 0.03
C -7.40318 2.61429 2.02281 0.09 -0.07 0.02
C 3.10248 -7.84011 8.07112 0.04 0.01 0.09
C 4.41645 -0.11400 6.52635 0.00 -0.03 0.05
C -1.50440 0.72956 -1.24894 0.90 -0.43 -0.29
C 1.01750 -3.04796 4.43111 0.06 -0.04 0.10
C 2.86930 -2.41762 6.58772 -0.06 0.03 -0.11
C 3.88609 -13.26722 2.97461 -0.04 0.02 -0.02
C 3.67308 10.81729 -8.93682 0.08 0.10 0.03
H -0.19652 1.35238 1.51287 -0.39 0.12 0.23
H -3.77852 1.46237 -2.41794 0.21 0.12 -0.10
H -13.12420 6.42023 0.23839 -0.01 0.01 -0.01
H -0.95242 -6.36360 4.38750 0.01 -0.02 -0.01
H 1.04146 3.67665 -3.79043 -0.01 0.00 0.00
H 3.44618 0.31005 4.66126 -0.09 -0.04 -0.05
H -2.05812 1.59482 -0.92014 -0.37 0.02 0.20
H -5.47497 1.71280 -0.71692 0.15 0.28 0.33
H 0.02930 -2.60721 2.58296 0.06 0.06 0.02
H -9.73570 0.12740 3.83357 -0.10 0.04 -0.03
H -0.96360 -0.24179 1.25814 -0.26 0.03 0.11
H 2.70728 -6.97429 8.58551 0.01 0.04 -0.03
H 5.19249 11.98230 -7.98452 0.00 0.01 0.01
H 0.56147 0.08397 -1.05952 -0.01 -0.35 -0.27
H 1.68070 -7.72493 6.47314 -0.02 -0.06 -0.09
H 4.63381 -8.21374 9.52867 0.01 0.01 0.01
H 4.27258 -14.13685 2.46015 0.00 -0.01 -0.01
H 1.89410 1.61817 -2.74305 0.05 -0.06 0.01
H 0.57125 -5.86238 6.26018 0.03 0.07 0.09
H 5.54353 -10.17556 8.33574 0.02 -0.07 -0.08
H -13.67621 2.74954 2.37102 0.07 -0.07 0.04
H -0.81953 4.80209 -9.85698 -0.01 -0.01 0.00
H -3.08201 -0.93199 -3.13183 0.22 0.08 -0.22
H 2.25369 -12.99037 1.60723 0.00 0.00 -0.01
H -5.80317 1.38644 2.71936 0.07 0.00 0.08
H -7.28723 -0.20203 3.89147 0.02 -0.01 -0.01
H 1.38504 -10.99217 2.76964 0.00 0.09 0.06
H -6.75429 3.31402 1.51350 -0.07 0.09 0.01
H 8.84107 1.92315 -3.48130 -0.07 0.08 -0.03
H -1.16876 6.42191 -11.69314 -0.01 -0.01 -0.01
H -14.62410 4.75728 1.28892 -0.01 0.01 0.00
H -1.23762 -4.72565 2.55359 -0.01 0.00 -0.01
H 5.42904 10.43585 -6.06902 0.01 0.00 0.01
H 5.20352 -0.78571 8.40760 0.01 0.01 0.01
H 0.75406 -0.05525 1.20356 0.20 -0.09 0.17
H 0.25382 1.72502 -0.68503 0.13 0.21 -0.13
H 5.04511 4.85722 -4.74305 0.09 -0.06 0.00
H -5.88662 0.02355 -0.82136 -0.10 -0.32 0.33
H -5.06048 0.43060 -2.97088 -0.27 0.08 -0.11
H 2.61906 5.31248 -4.78160 0.01 -0.01 -0.05
H -4.09457 -1.48462 -1.83279 0.02 -0.34 0.00
H 8.12600 -1.61589 -1.18089 0.01 -0.01 0.00
H 5.69606 -1.18742 -1.27555 -0.09 0.04 -0.03
H 9.69838 -0.06999 -2.30126 0.01 0.00 0.00
H 0.76569 5.32139 -8.03734 0.06 0.06 0.06
H 5.02780 0.77805 6.49949 0.00 0.01 0.01
H 5.39691 -13.30665 4.49639 0.01 0.05 0.09
H 0.63078 -2.03818 -2.29517 -0.40 0.17 -0.33
H 0.09058 8.54609 -11.72251 0.08 0.07 0.02
H 4.06101 8.38371 -5.96282 -0.06 -0.08 -0.03
H 3.82570 -2.83446 8.45625 -0.06 -0.08 -0.04
H 3.56014 11.49384 -9.77201 -0.09 -0.04 -0.05
H -10.68170 6.05802 0.24598 0.10 -0.05 0.01